No. 1
The following is a DFT calculation (ωB97M-V/def2-TZVPD) of a structure of composition C30H37BrN8OPPbS.

- Highest occupied orbital energy: -0.6270 Ha
- Multiplicity: 1
- Total charge: +3
- Kohn-Sham gap: 6.9 eV

Each line ends with the Löwdin charge.
Element x y z (Å)
Pb 0.193 0.069 -0.027  1.516
C 3.198 0.308 4.981  0.011
N 2.956 0.429 3.540  -0.097
C 3.924 0.516 2.582  0.003
C 3.280 0.553 1.380  -0.089
N 1.929 0.490 1.600  -0.065
C 1.758 0.419 2.914  -0.459
P 0.171 0.315 3.790  1.216
C -0.821 1.437 2.748  -0.437
N -1.072 1.342 1.437  -0.062
C -1.987 2.314 1.123  -0.117
C -2.288 3.002 2.256  0.003
N -1.553 2.443 3.264  -0.091
C -1.594 2.876 4.665  0.014
C -0.383 -1.229 2.996  -0.441
N -0.295 -1.548 1.702  -0.035
C -0.686 -2.858 1.589  -0.103
C -1.016 -3.326 2.824  0.000
N -0.824 -2.294 3.698  -0.097
C -1.074 -2.362 5.141  0.013
H 4.267 0.368 5.163  0.108
H 2.705 1.110 5.524  0.098
H 2.837 -0.650 5.349  0.099
H 4.975 0.547 2.816  0.147
H 3.701 0.621 0.392  0.109
H -2.372 2.446 0.127  0.117
H -2.956 3.832 2.414  0.150
H -2.040 3.864 4.713  0.109
H -2.199 2.193 5.259  0.107
H -0.591 2.923 5.081  0.091
H -0.701 -3.379 0.649  0.073
H -1.362 -4.297 3.138  0.147
H -1.735 -3.200 5.342  0.109
H -0.145 -2.513 5.688  0.106
H -1.550 -1.449 5.487  0.087
N 5.825 -0.652 -5.202  0.222
C 4.985 -0.510 -4.433  -0.149
C 3.930 -0.348 -3.468  -0.186
C 3.638 0.923 -2.972  0.029
C 2.622 1.093 -2.029  -0.101
C 1.982 -0.056 -1.680  -0.185
C 2.189 -1.336 -2.113  -0.077
C 3.220 -1.470 -3.044  0.022
H 4.194 1.792 -3.298  0.145
H 2.422 2.075 -1.627  0.054
H 1.625 -2.198 -1.791  0.108
H 3.456 -2.453 -3.430  0.143
Br 1.044 3.603 0.047  0.875
C -0.157 3.285 -1.388  -0.719
C -0.566 4.338 -2.182  -0.059
C -1.440 4.054 -3.223  0.003
C -1.842 2.743 -3.437  -0.006
C -1.377 1.759 -2.588  -0.109
N -0.547 2.025 -1.563  -0.076
H -0.216 5.342 -1.991  0.123
H -1.800 4.853 -3.858  0.136
H -2.508 2.491 -4.251  0.126
H -1.659 0.719 -2.702  0.081
C -0.389 -5.174 -2.570  -0.099
C -1.777 -4.775 -3.063  -0.282
C -1.956 -3.261 -3.161  -0.306
S -2.064 -2.600 -1.464  0.995
O -1.278 -1.270 -1.477  -0.676
C -3.824 -2.148 -1.355  -0.303
C -4.147 -0.751 -1.876  -0.273
C -4.134 -0.622 -3.398  -0.092
H -0.329 -6.251 -2.429  0.089
H -0.154 -4.698 -1.612  0.048
H 0.376 -4.892 -3.295  0.083
H -2.545 -5.193 -2.405  0.114
H -1.947 -5.206 -4.051  0.128
H -2.870 -2.994 -3.683  0.084
H -1.101 -2.771 -3.629  0.108
H -4.059 -2.230 -0.293  0.093
H -4.370 -2.929 -1.888  0.112
H -3.445 -0.042 -1.433  0.076
H -5.142 -0.500 -1.505  0.126
H -3.123 -0.683 -3.808  0.063
H -4.547 0.343 -3.693  0.084
H -4.752 -1.390 -3.864  0.092

No. 2
The following is a DFT calculation (ωB97M-V/def2-TZVPD) of a structure of composition C30H37N4O2SV.

- Highest occupied orbital energy (spin up / spin down): -0.3625 / -0.3723 Ha
- Multiplicity: 4
- Total charge: +1
- Kohn-Sham gap (spin up / spin down): 6.8 / 7.0 eV

Each line ends with the Löwdin charge.
Element x y z (Å)
V -1.729 -1.839 -2.057  0.825
C 4.504 8.938 3.913  -0.067
O 5.089 7.815 3.271  -0.066
C 4.268 6.884 2.747  -0.276
C 4.896 5.803 2.123  0.018
C 4.145 4.801 1.555  -0.012
C 2.748 4.847 1.591  -0.162
C 2.133 5.924 2.217  -0.025
C 2.877 6.942 2.794  -0.008
C 1.994 3.761 0.970  -0.247
N 2.523 2.671 0.462  0.194
C 1.468 1.944 -0.012  -0.169
C 0.276 2.598 0.209  -0.124
N 0.627 3.766 0.840  0.188
C -0.991 2.076 -0.185  -0.062
C -2.232 2.704 0.000  0.018
C -3.373 2.079 -0.439  -0.026
C -3.268 0.830 -1.058  -0.094
N -2.114 0.217 -1.246  0.030
C -0.980 0.821 -0.824  -0.128
C 0.272 0.123 -1.061  -0.128
N 0.196 -1.073 -1.688  0.009
C 1.309 -1.745 -1.934  -0.093
C 2.572 -1.263 -1.577  -0.015
C 2.668 -0.051 -0.939  0.035
C 1.497 0.673 -0.667  -0.061
H 5.333 9.552 4.253  0.096
H 3.903 8.632 4.772  0.097
H 3.889 9.513 3.217  0.098
H 5.976 5.774 2.096  0.126
H 4.632 3.967 1.070  0.114
H 1.054 5.999 2.284  0.106
H 2.368 7.764 3.274  0.106
H 0.017 4.510 1.126  0.150
H -2.294 3.672 0.481  0.121
H -4.346 2.532 -0.317  0.116
H -4.154 0.313 -1.406  0.123
H 1.187 -2.698 -2.437  0.119
H 3.447 -1.852 -1.810  0.117
H 3.622 0.365 -0.643  0.128
C 0.035 -2.155 3.689  -0.110
C -1.422 -2.064 3.259  -0.296
C -1.865 -3.230 2.383  -0.336
S -1.066 -3.145 0.763  0.995
O -2.145 -2.529 -0.128  -0.600
C -0.948 -4.879 0.269  -0.332
C -2.251 -5.549 -0.143  -0.278
C -3.151 -5.989 1.004  -0.093
H 0.291 -1.341 4.365  0.078
H 0.713 -2.099 2.835  0.060
H 0.233 -3.092 4.213  0.081
H -1.607 -1.127 2.725  0.107
H -2.073 -2.046 4.135  0.116
H -2.933 -3.193 2.165  0.093
H -1.635 -4.196 2.835  0.101
H -0.444 -5.377 1.103  0.102
H -0.252 -4.859 -0.571  0.079
H -1.971 -6.415 -0.747  0.120
H -2.781 -4.875 -0.818  0.089
H -2.606 -6.588 1.736  0.082
H -3.970 -6.600 0.626  0.081
H -3.600 -5.143 1.524  0.059
C -2.059 -1.881 -4.958  -0.094
C -1.222 -3.095 -4.557  -0.559
C -1.139 -4.124 -5.681  -0.086
C -1.733 -3.641 -3.217  -0.270
H -1.682 -1.379 -5.850  0.087
H -2.082 -1.087 -4.179  0.044
H -3.100 -2.161 -5.135  0.090
H -0.194 -2.725 -4.410  0.104
H -2.133 -4.508 -5.925  0.082
H -0.526 -4.972 -5.375  0.075
H -0.708 -3.702 -6.593  0.076
H -1.202 -4.562 -2.946  0.031
H -2.782 -3.960 -3.366  0.049

No. 3
The following is a DFT calculation (ωB97M-V/def2-TZVPD) of a structure of composition C30H37N4PS4Sr.

- Highest occupied orbital energy: -0.2301 Ha
- Multiplicity: 1
- Kohn-Sham gap: 6.0 eV

Each line ends with the Löwdin charge.
Element x y z (Å)
Sr -0.450 -1.187 -0.153  0.887
C -3.797 1.041 0.272  -0.097
C -3.735 1.105 -1.117  -0.120
C -2.822 1.947 -1.733  -0.111
C -1.991 2.750 -0.958  -0.107
C -2.055 2.692 0.427  -0.143
C -2.950 1.827 1.044  -0.104
H -4.524 0.400 0.756  0.103
H -4.405 0.498 -1.713  0.102
H -2.773 1.992 -2.814  0.105
H -1.291 3.418 -1.445  0.083
H -1.409 3.308 1.037  0.086
H -2.992 1.773 2.125  0.109
S 0.673 0.991 1.474  0.481
C 0.747 0.385 3.134  -0.698
C 0.906 1.331 4.157  -0.156
C 1.019 0.958 5.486  -0.123
C 0.932 -0.387 5.823  -0.120
C 0.749 -1.331 4.827  -0.152
C 0.679 -0.981 3.469  -0.760
S 0.575 -2.292 2.294  0.376
H 0.940 2.380 3.882  0.083
H 1.170 1.710 6.252  0.091
H 1.010 -0.698 6.859  0.092
H 0.660 -2.380 5.080  0.086
C 3.221 -2.390 -0.783  -0.037
C 2.224 -3.315 -1.425  -0.322
C 2.569 -4.655 -1.709  -0.017
C 1.630 -5.485 -2.244  -0.002
C 0.340 -4.999 -2.554  -0.163
C -0.676 -5.837 -3.056  -0.055
C -1.907 -5.307 -3.324  -0.084
C -2.143 -3.933 -3.159  -0.129
C -1.174 -3.061 -2.686  -0.685
S -1.532 -1.350 -2.640  0.402
C 0.098 -3.620 -2.312  -0.247
N 1.038 -2.826 -1.714  0.038
H 4.026 -2.944 -0.304  0.078
H 2.729 -1.767 -0.032  0.036
H 3.659 -1.741 -1.547  0.078
H 3.560 -5.017 -1.469  0.110
H 1.854 -6.531 -2.429  0.119
H -0.466 -6.888 -3.215  0.107
H -2.709 -5.945 -3.676  0.103
H -3.107 -3.517 -3.418  0.092
C 6.625 -0.589 2.352  -0.399
S 4.909 -0.262 1.876  0.770
C 4.070 -1.624 2.708  -0.385
H 6.653 -0.866 3.405  0.038
H 7.200 0.326 2.213  0.026
H 7.046 -1.384 1.739  0.033
H 4.491 -2.573 2.379  0.045
H 3.009 -1.576 2.452  -0.043
H 4.180 -1.502 3.784  0.048
C 5.038 2.822 -1.180  -0.128
N 4.136 2.132 -0.185  -0.090
C 3.535 3.176 0.762  -0.118
N 2.892 4.216 0.025  -0.145
C 3.803 4.822 -0.930  -0.172
N 4.336 3.847 -1.883  -0.152
C 3.283 3.325 -2.767  -0.328
P 1.891 2.422 -1.886  1.061
C 3.066 1.352 -0.896  -0.325
C 1.643 3.760 -0.601  -0.335
H 5.414 2.064 -1.867  0.141
H 5.867 3.257 -0.621  0.141
H 4.660 1.479 0.404  0.038
H 4.362 3.574 1.351  0.144
H 2.818 2.646 1.389  0.089
H 4.638 5.275 -0.392  0.133
H 3.280 5.602 -1.482  0.132
H 3.735 2.650 -3.498  0.086
H 2.859 4.163 -3.324  0.087
H 3.554 0.651 -1.575  0.084
H 2.509 0.781 -0.138  -0.012
H 0.977 3.374 0.168  0.028
H 1.158 4.612 -1.083  0.091

no.,E_tot (eV)
1,-141067.5256
2,-78284.7150
3,-91138.4900